Computed, not measured: C4H6O as an isolated structure at a distorted geometry, with the ωB97M-V functional and the def2-TZVPD basis.

- LUMO level (alpha / beta) (Ha) = -0.1928 / -0.2700

The geometry in ORCA input format:
```
! RIJCOSX wB97M-V def2-TZVPD def2/J DEFGRID3
* xyz 1 2
C -0.0096 1.3105 1.4946
C 0.2580 1.1529 0.1581
C 0.5111 -0.1046 -0.4104
C -0.3329 -1.1543 -0.7444
O 0.0664 -2.1779 -1.4770
H -0.2400 2.3325 1.7490
H -0.0803 0.4885 2.1881
H 0.2045 1.9929 -0.5202
H 0.2082 -1.0686 0.4443
H -1.3891 -0.9088 -0.8533
H 0.8037 -1.8631 -2.0289
*
```

Mulliken atomic charge list, values in e, 6 entries: number 1, C, carries -0.671; number 2, C, carries 0.106; number 3, C, carries -0.261; number 4, C, carries 0.306; number 5, O, carries -0.373; number 6, H, carries 0.283



Computed, not measured: C20H30AlBrCaCl3LiMgO12PS as an isolated structure at a distorted geometry, with the ωB97M-V functional and the def2-TZVPD basis.

- LUMO level (Ha) = -0.0751

The geometry in ORCA input format:
```
! RIJCOSX wB97M-V def2-TZVPD def2/J DEFGRID3
* xyz -1 1
C -1.1647 -2.8277 2.2091
C -1.2430 -1.5578 1.2932
C -1.6911 -1.9527 -0.1458
Al -3.5866 -1.4181 -0.6742
O -0.0164 -0.9016 1.2250
C -0.0208 0.3630 1.8770
C -0.5718 1.4896 0.9934
C 0.3115 2.4522 0.5675
C -0.1238 3.5005 -0.2487
C -1.4414 3.6483 -0.6524
C -2.3389 2.6927 -0.2336
C -1.9082 1.6545 0.5792
H -0.1828 -2.8823 2.6725
H -1.9002 -2.7249 3.0291
H -1.4428 -3.7089 1.6310
H -2.0259 -0.9021 1.7384
H -1.0519 -1.4923 -0.8998
H -1.6279 -3.0314 -0.2853
H -4.3684 -2.6057 -1.4041
H -4.3793 -0.9530 0.6462
H -3.5652 -0.1969 -1.7112
H 1.0200 0.6074 2.0770
H -0.5080 0.3262 2.8626
H 1.3650 2.4380 0.8313
H 0.5712 4.2897 -0.5693
H -1.7951 4.4663 -1.2588
H -3.3807 2.7593 -0.5203
H -2.6808 0.9664 0.8720
C 6.6188 1.4987 -0.6930
C 5.8861 2.4954 -0.1924
C 4.4253 2.3776 -0.0660
O 3.7634 3.3011 0.3962
C 3.7981 1.1223 -0.5214
C 4.5281 0.1235 -1.0197
C 5.9974 0.2358 -1.1417
O 6.6656 -0.6782 -1.5946
H 7.6941 1.5674 -0.7939
H 6.3234 3.4288 0.1394
H 2.7196 1.0562 -0.4298
H 4.0855 -0.8059 -1.3561
Cl -4.6018 -2.3378 3.2126
C -6.4253 -2.5097 3.1683
C -6.8353 -3.9297 2.8758
Cl -6.4284 -4.3969 1.2147
H -6.8108 -1.8196 2.4216
H -6.7920 -2.2002 4.1447
H -7.9152 -4.0184 2.9868
H -6.3587 -4.6326 3.5541
Mg -2.9294 -4.0652 3.5827
Br 3.8906 5.7278 -0.3847
O 6.8756 8.2362 -4.1912
P 5.8193 7.5187 -3.3541
O 4.6002 7.2707 -4.2358
O 5.4401 8.3864 -2.1592
O 6.3720 6.1930 -2.8415
Li 1.5114 4.7305 1.1149
O -4.6391 4.9735 1.1604
H -5.1908 4.5106 0.5228
H -3.7602 4.9671 0.7609
C 1.7385 -5.5189 -1.1117
C 0.7587 -4.3852 -1.3221
O 1.0715 -3.8748 -2.6193
S 1.5847 -5.0702 -3.5578
O 0.5016 -5.5355 -4.3426
O 2.8207 -4.6961 -4.1289
O 1.8490 -6.1459 -2.3917
H 2.7238 -5.1447 -0.8255
H 1.3943 -6.2342 -0.3688
H 0.8534 -3.6061 -0.5700
H -0.2720 -4.7499 -1.3401
Ca -3.9166 0.2321 1.9576
Cl 0.3126 1.9032 -2.1609
*
```

Mulliken atomic charge list, values in e, 6 entries: number 1, C, carries -1.327; number 2, C, carries 3.177; number 3, C, carries -0.486; number 4, Al, carries 0.074; number 5, O, carries -0.379; number 6, C, carries -1.385



Computed, not measured: a 2-piece molecular cluster, CO2S overall at a distorted geometry, with the ωB97M-V functional and the def2-TZVPD basis.

- LUMO level (alpha / beta) (Ha) = -0.0946 / -0.0947

The geometry in ORCA input format:
```
! RIJCOSX wB97M-V def2-TZVPD def2/J DEFGRID3
* xyz 0 1
C 0.0517 0.1535 -0.3860
O 1.0602 0.4740 -0.8023
O -0.9518 -0.2182 0.1046
S 0.0770 -0.8471 2.4358
*
```

Partial charges, Mulliken, in e: number 1, C, carries 0.778; number 2, O, carries -0.302; number 3, O, carries -0.448; number 4, S, carries -0.029



Computed, not measured: one molecule with the formula C16H23NO3, with the ωB97M-V functional and the def2-TZVPD basis.

- LUMO level (Ha) = 0.0326
- SMILES = CCOC(=O)C1CCN(Cc2cccc(OC)c2)CC1

The geometry in ORCA input format:
```
! RIJCOSX wB97M-V def2-TZVPD def2/J DEFGRID3
* xyz 0 1
C -4.3603 -0.0707 -2.2132
C -3.8314 1.3401 -1.9979
O -2.5300 1.5007 -2.5645
C -1.4855 1.0972 -1.8278
O -1.5958 0.6406 -0.7200
C -0.1991 1.3054 -2.6008
C 0.4406 -0.0439 -2.9555
C 1.0250 -0.7230 -1.7204
N 2.0217 0.1447 -1.1195
C 2.8407 -0.5218 -0.1157
C 2.0761 -1.0145 1.0898
C 1.5069 -2.2846 1.0999
C 0.7472 -2.6953 2.1768
C 0.5367 -1.8594 3.2615
C 1.1072 -0.5929 3.2669
O 0.9854 0.3168 4.2767
C 0.2052 -0.0244 5.3949
C 1.8747 -0.1831 2.1773
C 1.3963 1.3633 -0.6363
C 0.8161 2.1419 -1.8138
H -4.3648 -0.3129 -3.2734
H -5.3729 -0.1441 -1.8271
H -3.7307 -0.7858 -1.6893
H -3.7810 1.5657 -0.9276
H -4.4561 2.0776 -2.5060
H -0.4720 1.8298 -3.5220
H -0.2950 -0.6997 -3.4256
H 1.2463 0.1408 -3.6684
H 1.5145 -1.6528 -2.0225
H 0.2149 -0.9678 -1.0157
H 3.6084 0.1915 0.1976
H 3.3345 -1.3631 -0.6112
H 1.6651 -2.9520 0.2657
H 0.3067 -3.6819 2.1799
H -0.0645 -2.2068 4.0869
H 0.6132 -0.8938 5.9214
H 0.2387 0.8419 6.0540
H -0.8343 -0.2246 5.1146
H 2.3117 0.8032 2.2097
H 2.1624 1.9727 -0.1498
H 0.5999 1.1546 0.0936
H 0.3492 3.0595 -1.4511
H 1.6283 2.4108 -2.4919
*
```

Mulliken atomic charge list, values in e, 6 entries: number 1, C, carries -1.103; number 2, C, carries -0.236; number 3, O, carries -0.365; number 4, C, carries 0.249; number 5, O, carries -0.607; number 6, C, carries 0.572



Computed, not measured: a 8-piece molecular cluster, C24H60N4O12 overall at a distorted geometry, with the ωB97M-V functional and the def2-TZVPD basis.

- LUMO level (Ha) = -0.0396

The geometry in ORCA input format:
```
! RIJCOSX wB97M-V def2-TZVPD def2/J DEFGRID3
* xyz 0 1
C -0.6829 -3.3809 3.7349
C -1.0173 -4.7477 4.2844
C -1.7681 -4.6862 5.5705
O -1.9667 -6.0329 5.9600
C -2.5118 -6.1965 7.2405
N -1.8443 -5.4949 3.2556
H -1.2802 -5.7419 2.4358
H -2.2970 -6.3338 3.6494
H -2.6689 -4.9721 2.9315
H -0.0090 -2.8599 4.4150
H -1.6139 -2.8031 3.7612
H -0.2311 -3.3393 2.7460
H -0.1193 -5.3638 4.2976
H -2.7343 -4.1675 5.5049
H -1.1732 -4.1704 6.3291
H -3.6048 -6.1710 7.2248
H -2.1106 -5.5412 8.0177
H -2.2456 -7.1972 7.5880
C 4.7529 0.9545 -6.2999
C 4.4597 1.7145 -5.0351
C 3.2251 1.1539 -4.3536
O 3.2710 -0.2381 -4.2311
C 3.1227 -0.6590 -2.8740
N 5.6293 1.5989 -4.0631
H 5.4151 2.0325 -3.1596
H 5.8249 0.5966 -3.9211
H 6.4790 1.9894 -4.4773
H 4.8730 -0.1125 -6.1205
H 5.5717 1.3773 -6.8842
H 3.8790 1.0190 -6.9506
H 4.3222 2.7894 -5.1455
H 2.3800 1.3669 -5.0248
H 3.0179 1.7077 -3.4291
H 2.2161 -0.2373 -2.4258
H 3.9605 -0.5190 -2.1934
H 2.7995 -1.7005 -2.9596
C -6.6980 -0.6990 1.8057
C -5.4558 -0.2795 1.0679
C -5.2868 1.2203 0.8843
O -3.9815 1.4430 0.4666
C -3.7937 1.4656 -0.9154
N -4.2086 -0.7336 1.7721
H -3.3528 -0.6075 1.1442
H -4.0794 -0.2496 2.6584
H -4.2717 -1.7451 1.8547
H -6.6688 -1.7312 2.1715
H -7.5615 -0.6381 1.1420
H -6.9430 -0.1192 2.7003
H -5.3577 -0.8036 0.1167
H -5.4800 1.7301 1.8364
H -6.0068 1.6635 0.1859
H -2.7232 1.4936 -1.0890
H -4.2966 2.3151 -1.3856
H -4.1406 0.5183 -1.3404
C 0.5249 6.1109 -3.6759
C -0.4651 5.0836 -3.1692
C -0.0409 3.6854 -3.5443
O -0.7864 2.7239 -2.8690
C -0.3691 1.4115 -3.1887
N -0.5033 5.2907 -1.6579
H -0.7121 6.2776 -1.5447
H -1.1569 4.6815 -1.1556
H 0.4311 5.0403 -1.2482
H 1.5101 5.9121 -3.2493
H 0.2266 7.1259 -3.4152
H 0.6201 6.0302 -4.7593
H -1.5047 5.2735 -3.4334
H 1.0314 3.5605 -3.3693
H -0.3352 3.5794 -4.5963
H -1.1099 0.6869 -2.8481
H 0.4662 1.1425 -2.5279
H -0.0916 1.2200 -4.2271
C 1.9515 -3.0226 -0.3344
C 1.8068 -3.9947 -1.5041
O 2.8327 -4.3043 -2.1538
O 0.6466 -4.4297 -1.7120
H 2.3986 -3.4792 0.5539
H 0.9722 -2.6953 0.0260
H 2.5409 -2.1276 -0.5526
C 2.9098 -0.6316 3.1157
C 4.2160 -0.6113 3.9155
O 4.8926 0.4498 3.8634
O 4.5439 -1.6655 4.5152
H 3.0283 -0.1083 2.1622
H 2.1833 -0.0268 3.6734
H 2.4768 -1.6110 2.9111
C 0.0110 0.2915 0.3202
C -1.2183 -0.3939 0.8773
O -1.3303 -0.3809 2.1247
O -2.0090 -0.9473 0.0450
H 0.8338 0.2227 1.0267
H -0.2136 1.3512 0.1471
H 0.3041 -0.1381 -0.6378
C 2.2335 2.8820 1.3997
C 1.4788 3.9856 0.6802
O 0.5660 4.5630 1.3045
O 1.8868 4.3574 -0.4747
H 2.7415 2.2401 0.6735
H 1.5826 2.2199 1.9642
H 2.9837 3.2912 2.0743
*
```

Mulliken atomic charge list, values in e, 6 entries: number 1, C, carries -1.533; number 2, C, carries 0.467; number 3, C, carries -0.740; number 4, O, carries -0.354; number 5, C, carries -0.784; number 6, N, carries -0.267



Computed, not measured: one molecule with the formula C4H11NOS, with the ωB97M-V functional and the def2-TZVPD basis.

- LUMO level (Ha) = 0.0283
- SMILES = N[C@H](CO)CCS

The geometry in ORCA input format:
```
! RIJCOSX wB97M-V def2-TZVPD def2/J DEFGRID3
* xyz 0 1
N 0.7734 0.5906 -1.5394
C 0.7253 0.2076 -0.1061
C 2.1577 0.0046 0.3689
O 3.0165 1.0606 -0.0242
C -0.0500 -1.0753 0.0722
C -1.5467 -1.0361 -0.1926
S -2.4932 0.0940 0.8666
H -0.1604 0.4323 -1.9320
H 0.8797 1.6001 -1.5842
H 0.3112 1.0500 0.4597
H 2.2167 -0.0613 1.4525
H 2.5312 -0.9543 -0.0095
H 2.9848 1.0914 -0.9878
H 0.1039 -1.4725 1.0818
H 0.4074 -1.8084 -0.5976
H -1.7737 -0.8268 -1.2407
H -1.9576 -2.0107 0.0464
H -1.8336 1.2072 0.5813
*
```

Mulliken atomic charge list, values in e, 6 entries: number 1, N, carries -0.792; number 2, C, carries 0.714; number 3, C, carries -0.853; number 4, O, carries -0.551; number 5, C, carries -0.700; number 6, C, carries -0.783



Computed, not measured: a 2-piece molecular cluster, C2H8N3 overall at a distorted geometry, with the ωB97M-V functional and the def2-TZVPD basis.

- LUMO level (Ha) = -0.1217

The geometry in ORCA input format:
```
! RIJCOSX wB97M-V def2-TZVPD def2/J DEFGRID3
* xyz 1 1
C -0.5489 1.8359 -1.2971
N 0.5642 1.5120 -0.8163
H -1.3241 1.0773 -1.4263
H -0.8212 2.8258 -1.6627
H 1.2618 2.2470 -0.7193
H 0.9634 -0.3284 -0.4250
N -0.8416 -0.6301 1.3331
C -0.0582 -1.5441 0.8313
N 0.8908 -1.2625 -0.0063
H -0.6764 0.3517 1.1595
H -1.6745 -0.8566 1.8525
H -0.1440 -2.5714 1.1633
H 1.5484 -1.9739 -0.3006
*
```

Mulliken atomic charge list, values in e, 6 entries: number 1, C, carries -0.265; number 2, N, carries -0.504; number 3, H, carries 0.237; number 4, H, carries 0.280; number 5, H, carries 0.179; number 6, H, carries 0.295



Energy above the lowest of the compared OMol25 structures with the same formula, charge and spin: 2.1536; 0.0000; 0.3381; 1.7157; 0.0000; 0.8799; 1.0078 (eV)